[1]
DFT (ωB97M-V/def2-TZVPD) results for a cluster of 2 separate species, CH4N3P in total in a non-equilibrium geometry.

The geometry in ORCA input format:
```
! wB97M-V def2-TZVPD RIJCOSX def2/J DEFGRID3
* xyz 0 3
C 0.06 1.13 -0.29
N 1.35 0.50 -0.02
N 1.23 -0.71 0.09
N 0.04 -1.25 0.15
P -1.25 -0.19 -0.15
H -0.09 1.91 0.63
H 0.32 1.79 -1.10
H 0.04 -3.39 -0.41
H -1.71 0.21 1.09
*
```

Calculated values
Energy above the lowest of the compared OMol25 structures with the same formula, charge and spin, eV: 3.727
Frontier orbital gap (alpha / beta), eV: 9.655 / 7.525
HOMO (alpha / beta), eV: -9.04 / -9.92
Calculated total energy, Ha: -545.86893

Results of the Löwdin charge analysis, in e, for atoms 1 through 8: -0.45 -0.04 -0.16 -0.33 0.84 0.12 0.06 0.02

[2]
DFT (ωB97M-V/def2-TZVPD) results for the molecule C8H12S in a non-equilibrium geometry.

The geometry in ORCA input format:
```
! wB97M-V def2-TZVPD RIJCOSX def2/J DEFGRID3
* xyz 0 1
C 0.93 -1.45 -0.80
C -0.28 -1.17 -0.49
C 1.70 1.72 -0.48
C 1.56 2.96 -0.06
C 2.24 -0.87 -0.14
C -1.69 0.78 -0.29
C -2.21 -1.62 0.86
C -1.17 -0.51 0.40
S 2.80 0.62 -1.08
H 0.99 -2.12 -1.73
H 2.29 3.50 0.37
H 0.68 3.42 -0.09
H 1.98 -0.75 0.85
H 3.15 -1.65 -0.24
H -1.03 1.61 0.09
H -2.68 0.89 -0.04
H -1.51 0.57 -1.30
H -1.69 -2.56 1.00
H -2.90 -1.68 -0.02
H -2.51 -1.38 1.87
H -0.67 -0.30 1.31
*
```

Calculated values
Energy above the lowest of the compared OMol25 structures with the same formula, charge and spin, eV: 6.750
Frontier orbital gap (alpha / beta), eV: 7.944 / 7.399
HOMO (alpha / beta), eV: -7.84 / -7.26
Calculated total energy, Ha: -709.95643

Results of the Löwdin charge analysis, in e, for atoms 1 through 8: -0.19 -0.04 -0.48 -0.06 -0.43 -0.03 -0.05 -0.43

[3]
DFT (ωB97M-V/def2-TZVPD) results for a structure of composition C21H37N10O2PSSe4Ti in a non-equilibrium geometry.

The geometry in ORCA input format:
```
! wB97M-V def2-TZVPD RIJCOSX def2/J DEFGRID3
* xyz 0 1
Ti -0.71 0.39 1.15
N 0.29 -3.12 0.49
N 1.33 -3.05 1.41
C 1.43 -1.93 2.18
N 2.07 -2.05 3.38
N 0.98 -0.79 1.75
N 0.52 0.17 2.70
O 0.61 1.42 2.14
O 0.50 -0.02 3.96
H -0.50 -3.63 0.85
H 0.62 -3.47 -0.40
H 1.68 -3.89 1.83
H 2.03 -2.97 3.80
H 1.82 -1.27 4.00
Se -1.19 -0.41 -1.25
Se -2.92 -1.89 -0.61
Se -3.92 -0.95 1.30
Se -2.12 -0.91 2.81
N 1.21 2.39 -0.27
N 1.71 3.28 -1.23
C 0.89 4.02 -2.00
N 1.54 4.70 -2.98
S -0.76 4.14 -1.83
H 1.65 2.52 0.63
H 1.36 1.44 -0.60
H 2.68 3.20 -1.48
H 2.54 4.83 -2.95
H 1.00 5.40 -3.46
C 2.02 0.21 -3.19
P 2.40 -0.69 -1.62
C 4.21 -0.36 -1.54
C 5.10 -0.62 -2.58
C 6.44 -0.30 -2.44
C 6.91 0.27 -1.27
C 6.04 0.53 -0.23
C 4.69 0.21 -0.36
C 2.39 -2.42 -2.22
C 3.28 -3.35 -1.70
C 3.20 -4.69 -2.06
C 2.22 -5.12 -2.94
C 1.32 -4.20 -3.46
C 1.40 -2.86 -3.10
H 2.49 -0.25 -4.06
H 2.37 1.23 -3.10
H 0.94 0.24 -3.35
H 4.75 -1.08 -3.49
H 7.13 -0.51 -3.26
H 7.96 0.52 -1.16
H 6.39 0.97 0.70
H 4.00 0.39 0.46
H 4.05 -3.03 -1.00
H 3.91 -5.40 -1.65
H 2.16 -6.16 -3.22
H 0.54 -4.52 -4.14
H 0.67 -2.16 -3.49
C -3.94 5.67 -0.08
C -4.60 4.53 0.67
N -3.64 3.63 1.33
C -3.19 3.99 2.67
C -1.89 4.79 2.69
C -3.06 2.62 0.66
C -3.58 2.26 -0.69
N -2.08 1.93 1.18
H -4.69 6.28 -0.58
H -3.24 5.30 -0.83
H -3.38 6.32 0.59
H -5.23 3.94 0.01
H -5.25 4.92 1.45
H -3.10 3.07 3.26
H -4.00 4.55 3.13
H -1.19 4.43 1.94
H -1.41 4.71 3.67
H -2.07 5.85 2.49
H -4.62 1.93 -0.61
H -2.98 1.46 -1.10
H -3.54 3.11 -1.37
H -1.84 2.26 2.11
*
```

Calculated values
Frontier orbital gap (alpha / beta), eV: 7.076 / 7.075
HOMO (alpha / beta), eV: -6.87 / -6.87
Calculated total energy, Ha: -12715.17262

Results of the Löwdin charge analysis, in e, for atoms 1 through 8: 0.44 0.05 -0.02 -0.44 0.17 0.02 -0.59 -0.22

[4]
DFT (ωB97M-V/def2-TZVPD) results for the ion C11H16NS with charge +1 in a non-equilibrium geometry.

The geometry in ORCA input format:
```
! wB97M-V def2-TZVPD RIJCOSX def2/J DEFGRID3
* xyz 1 1
C 4.21 -0.14 0.48
C 3.53 1.00 0.99
C 3.43 -1.05 -0.20
C 2.23 1.32 0.64
C 2.13 -0.72 -0.58
C 1.45 0.45 -0.15
C -1.66 -0.70 0.91
C -2.98 -0.03 0.85
C 0.08 0.44 -0.69
C -3.67 -0.70 -0.34
C -0.20 1.26 -1.71
N -0.83 -0.74 -0.35
S -2.92 1.83 0.77
H 5.30 -0.05 0.58
H 4.09 1.54 1.70
H 3.88 -1.87 -0.66
H 1.70 2.19 1.02
H 1.53 -1.44 -1.16
H -0.99 -0.38 1.72
H -1.99 -1.70 1.13
H -3.39 -0.37 1.83
H -4.68 -0.48 -0.46
H -3.47 -1.84 -0.19
H -2.99 -0.38 -1.16
H -1.00 1.01 -2.41
H 0.47 1.95 -2.03
H -1.46 1.77 0.89
H -0.24 -1.53 -0.20
H -1.56 -0.65 -1.22
*
```

Calculated values
Energy above the lowest of the compared OMol25 structures with the same formula, charge and spin, eV: 2.369
Frontier orbital gap, eV: 9.250
HOMO, eV: -12.56
Calculated total energy, Ha: -881.32898

Results of the Löwdin charge analysis, in e, for atoms 1 through 8: -0.03 -0.06 -0.06 -0.02 -0.04 -0.20 -0.22 -0.70

[5]
DFT (ωB97M-V/def2-TZVPD) results for the ion C5H9N2S with charge +1 in a non-equilibrium geometry.

The geometry in ORCA input format:
```
! wB97M-V def2-TZVPD RIJCOSX def2/J DEFGRID3
* xyz 1 1
C 2.98 1.03 -0.32
C 2.15 -1.07 0.35
C -0.83 0.40 -1.26
C -0.71 0.13 1.33
C -0.25 -0.41 -0.04
N 1.74 1.12 -0.46
N 1.20 -0.27 -0.07
S 3.68 -0.43 0.27
H 3.58 1.90 -0.61
H 2.16 -2.18 0.43
H -1.00 1.46 -0.98
H -1.72 -0.07 -1.74
H -0.15 0.54 -2.18
H -1.66 0.53 1.20
H -0.05 0.85 1.71
H -0.78 -0.79 2.02
H -0.60 -1.49 -0.14
*
```

Calculated values
Energy above the lowest of the compared OMol25 structures with the same formula, charge and spin, eV: 1.819
Frontier orbital gap, eV: 10.749
HOMO, eV: -15.47
Calculated total energy, Ha: -703.30527

Results of the Löwdin charge analysis, in e, for atoms 1 through 8: -0.41 -0.34 -0.06 -0.02 -0.34 0.15 -0.09 1.16

[6]
DFT (ωB97M-V/def2-TZVPD) results for a cluster of 9 separate species, C28H60NO18P in total in a non-equilibrium geometry.

The geometry in ORCA input format:
```
! wB97M-V def2-TZVPD RIJCOSX def2/J DEFGRID3
* xyz -2 1
N 0.71 -0.58 0.31
H 1.44 -1.17 0.19
H 0.05 -1.21 0.81
H 0.27 -0.33 -0.60
H 1.01 0.23 0.82
P 1.64 -1.68 3.14
O 2.76 -0.86 2.54
O 2.16 -2.06 4.54
O 1.24 -2.69 2.15
O 0.49 -0.69 3.22
O -2.43 2.33 -0.85
C -3.27 1.91 -0.04
O -4.28 2.56 0.48
C -4.66 3.77 0.05
C -6.07 3.91 0.55
C -3.09 0.49 0.57
H -4.61 4.02 -1.09
H -4.06 4.57 0.55
H -6.19 3.92 1.50
H -6.76 3.33 0.13
H -6.71 4.78 0.10
H -3.16 -0.33 -0.12
H -3.83 0.33 1.19
H -2.13 0.48 1.16
O 2.95 -1.18 -2.33
C 3.18 -2.35 -1.90
O 3.21 -3.42 -2.78
C 2.85 -3.24 -4.18
C 1.30 -3.53 -4.20
C 3.75 -2.63 -0.51
H 3.29 -4.20 -4.54
H 3.04 -2.41 -4.73
H 0.97 -4.43 -3.78
H 1.28 -3.35 -5.20
H 0.83 -2.97 -3.46
H 4.07 -1.87 -0.05
H 4.67 -3.15 -0.75
H 3.25 -3.23 0.04
O 0.86 4.62 -4.89
C 1.03 3.58 -5.63
O 0.59 2.38 -5.17
C -0.11 2.23 -3.99
C -0.17 0.75 -3.53
C 1.58 3.63 -7.01
H -1.16 2.28 -4.26
H 0.10 2.89 -2.95
H 0.89 0.48 -3.23
H -0.59 0.01 -4.39
H -1.03 0.79 -2.83
H 1.74 4.66 -7.35
H 0.77 3.27 -7.67
H 2.54 2.82 -7.17
O -4.06 -2.08 2.05
C -3.58 -2.80 2.97
O -4.32 -3.68 3.81
C -5.62 -3.85 3.45
C -6.23 -4.80 4.56
C -2.10 -2.58 3.32
H -5.49 -4.43 2.45
H -6.01 -2.87 3.60
H -5.56 -5.60 4.93
H -7.16 -5.11 4.15
H -6.39 -4.34 5.44
H -2.03 -1.69 3.90
H -1.58 -2.52 2.44
H -1.93 -3.36 3.84
O 1.77 2.11 -0.88
C 2.72 2.88 -0.69
O 3.74 2.64 0.21
C 3.72 1.69 1.16
C 4.99 1.64 1.93
C 2.80 4.12 -1.43
H 3.32 0.89 0.73
H 2.86 1.86 1.80
H 4.79 0.67 2.54
H 5.00 2.53 2.54
H 5.74 1.69 1.29
H 3.69 4.58 -1.23
H 2.12 4.68 -1.44
H 3.12 3.92 -2.36
O 0.46 5.18 2.59
C 0.75 4.04 2.89
O 1.70 3.74 3.86
C 2.62 4.68 4.33
C 3.66 4.17 5.32
C 0.03 2.82 2.35
H 2.08 5.55 4.94
H 2.81 5.15 3.60
H 4.32 4.96 5.72
H 4.28 3.30 5.12
H 3.13 3.90 6.26
H -1.12 2.94 2.39
H 0.25 2.17 3.10
H 0.42 2.60 1.41
O -1.43 -2.00 -1.19
C -1.57 -3.06 -1.80
O -0.83 -4.21 -1.63
C 0.18 -4.37 -0.61
C 0.85 -5.68 -0.97
C -2.53 -3.23 -2.89
H -0.33 -4.41 0.55
H 0.62 -3.60 -0.55
H 1.54 -5.74 -1.85
H 0.24 -6.54 -1.03
H 1.66 -5.94 -0.45
H -1.95 -3.47 -3.80
H -3.22 -2.50 -2.86
H -3.17 -4.08 -2.76
*
```

Calculated values
Energy above the lowest of the compared OMol25 structures with the same formula, charge and spin, eV: 2.677
Frontier orbital gap, eV: 2.000
HOMO, eV: 1.57
Calculated total energy, Ha: -2852.84843

Results of the Löwdin charge analysis, in e, for atoms 1 through 8: 0.31 0.03 0.10 0.11 0.09 -0.31 -0.46 -0.54

[7]
DFT (ωB97M-V/def2-TZVPD) results for a structure of composition C15H17Cl3N2O2V in a non-equilibrium geometry.

The geometry in ORCA input format:
```
! wB97M-V def2-TZVPD RIJCOSX def2/J DEFGRID3
* xyz 2 2
C -1.78 1.17 4.35
C -1.88 -0.35 4.39
H -0.74 1.56 4.39
H -2.51 1.84 4.75
H -2.10 1.38 3.36
H -1.85 -0.64 3.36
H -1.08 -0.94 4.70
H -2.77 -0.84 4.75
C 0.24 2.45 -1.03
C 0.38 3.37 -2.06
C 0.52 2.86 -3.35
C 0.49 1.48 -3.62
H 0.12 2.71 0.02
H 0.38 4.44 -1.83
H 0.65 3.57 -4.19
H 0.61 1.07 -4.63
N 0.31 1.12 -1.29
C 0.36 0.57 -2.55
C 0.28 -0.89 -2.60
N 0.25 -1.55 -1.40
C -0.16 -2.83 -1.25
C -0.03 -3.09 -3.61
C -0.27 -3.66 -2.35
H -0.36 -3.14 -0.22
H -0.54 -4.72 -2.22
C 0.23 -1.71 -3.75
H 0.41 -1.25 -4.72
H -0.06 -3.74 -4.50
V 0.24 -0.25 0.00
C -1.90 -0.24 -0.07
H -2.14 -1.11 -0.75
H -2.23 0.69 -0.61
H -2.49 -0.31 0.88
Cl 4.21 -1.20 3.18
C 3.11 0.19 3.05
Cl 2.00 0.29 4.46
Cl 4.07 1.69 2.85
C 2.22 0.03 1.68
O 2.87 0.00 0.60
O 0.95 -0.02 1.83
*
```

Calculated values
Energy above the lowest of the compared OMol25 structures with the same formula, charge and spin, eV: 0.000
Frontier orbital gap (alpha / beta), eV: 5.521 / 6.112
HOMO (alpha / beta), eV: -15.58 / -15.58
Calculated total energy, Ha: -3165.65548

Results of the Löwdin charge analysis, in e, for atoms 1 through 8: -0.14 -0.15 0.05 0.07 0.03 0.02 0.03 0.08

[8]
DFT (ωB97M-V/def2-TZVPD) results for a cluster of 2 separate species, C5H11NO in total in a non-equilibrium geometry.

The geometry in ORCA input format:
```
! wB97M-V def2-TZVPD RIJCOSX def2/J DEFGRID3
* xyz 0 1
C -2.54 -0.37 0.67
N -1.77 -1.48 1.17
C -0.42 -1.43 0.97
C 0.31 -0.33 0.66
C 1.66 -0.49 0.14
C 2.53 0.51 -0.09
H -3.59 -0.51 0.82
H -2.24 -0.13 -0.36
H -2.24 0.47 1.28
H -2.16 -2.41 1.17
H 0.16 -2.29 1.26
H -0.19 0.60 0.39
H 2.12 -1.45 0.36
H 3.60 0.39 -0.17
H 2.23 1.43 -0.59
H 0.20 2.21 -2.84
H 1.58 2.40 -2.44
O 0.75 2.90 -2.44
*
```

Calculated values
Energy above the lowest of the compared OMol25 structures with the same formula, charge and spin, eV: 2.689
Frontier orbital gap, eV: 8.350
HOMO, eV: -7.52
Calculated total energy, Ha: -327.03253

Results of the Löwdin charge analysis, in e, for atoms 1 through 8: -0.11 -0.09 -0.17 -0.13 -0.21 -0.02 0.08 0.09

Among the records above, which one has the highest calculated total energy? C5H11NO

Among the records above, which one has the highest calculated total energy? C5H11NO

Look up the calculated total energy of the fourth one. -881.32898 Ha

What is the calculated total energy in the seventh record? -3165.65548 Ha